{"formula": "C50H90O35S5", "method": "wB97M-V/def2-TZVPD", "orbital_gap_ev": 8.520, "de_lowest_kcal_mol": 2.8, "energy_ev": -179147.33057, "species": ["C", "C", "C", "O", "C", "O", "O", "H", "H", "H", "H", "H", "H", "C", "C", "C", "O", "C", "O", "O", "H", "H", "H", "H", "H", "H", "C", "C", "C", "O", "C", "O", "O", "H", "H", "H", "H", "H", "H", "C", "C", "C", "O", "C", "O", "O", "H", "H", "H", "H", "H", "H", "C", "C", "C", "O", "C", "O", "O", "H", "H", "H", "H", "H", "H", "C", "C", "C", "O", "C", "O", "O", "H", "H", "H", "H", "H", "H", "C", "C", "C", "O", "C", "O", "O", "H", "H", "H", "H", "H", "H", "C", "C", "C", "O", "C", "O", "O", "H", "H", "H", "H", "H", "H", "C", "C", "C", "O", "C", "O", "O", "H", "H", "H", "H", "H", "H", "C", "C", "C", "O", "C", "O", "O", "H", "H", "H", "H", "H", "H", "C", "S", "O", "C", "H", "H", "H", "H", "H", "H", "C", "S", "O", "C", "H", "H", "H", "H", "H", "H", "C", "S", "O", "C", "H", "H", "H", "H", "H", "H", "C", "S", "O", "C", "H", "H", "H", "H", "H", "H", "C", "S", "O", "C", "H", "H", "H", "H", "H", "H"], "coordinates": [[6.354790, 0.506140, 4.832404], [5.892130, 1.697587, 4.012422], [6.661680, 1.933404, 2.727690], [5.644445, 2.171838, 1.753695], [4.453544, 1.744673, 2.227968], [3.443561, 1.804592, 1.593299], [4.571099, 1.433196, 3.522440], [7.328592, 0.631204, 5.308023], [6.299788, -0.368963, 4.185955], [5.725531, 0.325189, 5.706829], [5.788714, 2.575731, 4.652403], [7.268002, 1.094923, 2.377295], [7.384855, 2.743747, 2.819939], [1.735057, -3.892597, -3.102154], [3.226391, -3.617317, -3.048604], [4.131918, -4.739433, -3.581096], [5.151694, -4.003237, -4.251805], [4.781787, -2.733994, -4.437438], [5.370746, -1.897524, -5.041717], [3.581280, -2.509196, -3.855615], [1.135875, -3.179659, -2.537927], [1.539393, -4.853823, -2.620623], [1.379540, -3.964457, -4.131027], [3.518532, -3.461878, -2.004880], [3.679896, -5.416622, -4.310299], [4.517936, -5.303659, -2.733943], [-3.897104, 2.666893, 1.879053], [-5.127146, 2.824800, 2.744592], [-6.092757, 3.923157, 2.262777], [-7.266824, 3.151651, 1.915151], [-7.122233, 1.856115, 2.278548], [-8.001175, 1.072263, 2.200171], [-5.869057, 1.615691, 2.665245], [-3.238483, 3.539532, 1.970423], [-4.126572, 2.750532, 0.811012], [-3.325925, 1.755427, 2.041492], [-4.849118, 3.116823, 3.757582], [-5.834293, 4.576243, 1.435342], [-6.416751, 4.500220, 3.129925], [0.624021, 3.376439, 2.482365], [-0.445166, 4.385392, 2.099832], [-1.138134, 5.030936, 3.291709], [-0.512369, 6.315831, 3.423979], [0.179500, 6.575633, 2.313604], [0.654991, 7.631409, 2.008324], [0.258078, 5.491733, 1.506748], [1.222627, 3.092827, 1.622098], [0.176895, 2.456512, 2.872425], [1.242618, 3.809030, 3.270447], [-1.215826, 3.981276, 1.442441], [-1.030093, 4.441745, 4.199243], [-2.202706, 5.166191, 3.094649], [-0.948472, 0.392480, -3.833403], [-2.103238, 1.388041, -3.898927], [-3.384720, 0.859179, -4.594439], [-4.316914, 0.754850, -3.520945], [-3.876683, 1.363490, -2.426993], [-4.474170, 1.602091, -1.418962], [-2.601472, 1.761657, -2.625991], [-0.519928, 0.249040, -4.826875], [-1.322685, -0.570542, -3.476338], [-0.136799, 0.740508, -3.193919], [-1.790455, 2.248534, -4.496153], [-3.199988, -0.125378, -5.028760], [-3.840005, 1.470636, -5.372171], [-2.019855, 4.259969, -1.406059], [-2.313169, 5.726457, -1.042921], [-3.533991, 6.369602, -1.793350], [-4.375257, 6.829899, -0.737487], [-3.854815, 6.509461, 0.463271], [-4.384727, 6.749523, 1.504691], [-2.740626, 5.820032, 0.298401], [-2.747635, 3.699817, -0.817162], [-1.023455, 4.029202, -1.037400], [-2.168325, 4.110449, -2.467021], [-1.417660, 6.324929, -1.209945], [-3.965284, 5.609597, -2.446898], [-3.283373, 7.216363, -2.427320], [-2.829148, -7.082489, -2.953504], [-2.446744, -6.018928, -1.962846], [-0.903468, -5.777324, -1.812496], [-0.768118, -4.374899, -1.924017], [-1.892181, -3.815031, -2.367419], [-2.016495, -2.657177, -2.625474], [-2.838840, -4.735478, -2.473266], [-2.605714, -8.038321, -2.470621], [-2.236618, -6.997646, -3.865761], [-3.872796, -7.123387, -3.256413], [-2.779958, -6.170417, -0.936809], [-0.360581, -6.311499, -2.593334], [-0.603225, -6.025811, -0.800815], [1.095523, -1.131461, -0.901426], [0.518827, -0.108734, 0.074145], [-0.897176, 0.354023, -0.322115], [-1.621864, 0.346690, 0.911608], [-0.913917, -0.302841, 1.842476], [-1.292887, -0.487208, 2.955403], [0.326026, -0.611053, 1.401770], [2.034308, -1.499926, -0.479821], [1.321575, -0.660729, -1.856881], [0.413321, -1.973372, -1.026332], [1.188779, 0.749476, 0.088395], [-1.445670, -0.336912, -0.967458], [-0.819040, 1.334304, -0.786419], [2.606792, 0.388393, -3.762955], [2.363471, 0.781961, -5.203495], [1.019668, 1.403106, -5.549775], [1.362033, 2.483927, -6.383894], [2.653975, 2.805400, -6.243171], [3.167606, 3.789523, -6.660907], [3.257224, 1.898413, -5.439784], [1.999600, -0.457333, -3.428551], [2.324525, 1.158999, -3.038881], [3.650996, 0.152465, -3.574245], [2.714697, 0.006298, -5.887843], [0.432541, 1.710186, -4.679736], [0.403132, 0.655551, -6.055173], [-6.413169, -1.475884, -1.099261], [-4.944411, -1.717132, -0.866580], [-4.461755, -1.107065, 0.448533], [-3.817302, -2.202344, 1.099108], [-4.118172, -3.347994, 0.475523], [-3.905718, -4.439748, 0.887691], [-4.671373, -3.102792, -0.731734], [-6.707970, -0.443943, -1.294232], [-7.011909, -1.739390, -0.222273], [-6.800347, -2.083971, -1.919317], [-4.295560, -1.287637, -1.629243], [-5.237725, -0.733379, 1.118728], [-3.762143, -0.293674, 0.273842], [-3.085908, 0.871181, 5.338342], [-1.926362, 2.208191, 5.858109], [-2.663996, 3.475404, 5.537006], [-2.118085, 1.907193, 7.636564], [-3.058202, 0.823328, 4.255146], [-4.066130, 1.232193, 5.653385], [-2.836936, -0.031297, 5.890042], [-1.703586, 2.762713, 8.161357], [-1.541668, 0.999846, 7.827952], [-3.159697, 1.718625, 7.887666], [2.406228, 4.822042, -1.806297], [2.098393, 3.259720, -0.925146], [1.130714, 2.443455, -1.791142], [3.683160, 2.574387, -1.473612], [1.542205, 5.480504, -1.773500], [2.734328, 4.616820, -2.823739], [3.246471, 5.331374, -1.328342], [3.929200, 2.853704, -2.496965], [3.736523, 1.494658, -1.350410], [4.510422, 2.958770, -0.867709], [1.087318, -3.562158, 4.420284], [0.392731, -4.925548, 3.482559], [-0.487169, -5.661200, 4.447047], [-0.658910, -4.021275, 2.281088], [0.368674, -3.232457, 5.169435], [1.304494, -2.715776, 3.765827], [1.985511, -3.957769, 4.889571], [0.020971, -3.592383, 1.542092], [-1.250527, -3.261174, 2.787197], [-1.262690, -4.797015, 1.817548], [3.912911, -1.877122, 2.150517], [5.643765, -1.760502, 1.621323], [6.225962, -3.124816, 1.469341], [5.236770, -1.243670, -0.087690], [3.469852, -0.879215, 2.092421], [3.758213, -2.303483, 3.141716], [3.289782, -2.508655, 1.508056], [4.649142, -1.999504, -0.612507], [6.140904, -1.082018, -0.674271], [4.658677, -0.316084, -0.112246], [4.668169, -5.732755, 1.277788], [2.880700, -5.611184, 1.006829], [2.611607, -4.319431, 0.241486], [2.769989, -6.977714, -0.203474], [4.954992, -4.996613, 2.024348], [5.250117, -5.485230, 0.387753], [4.888023, -6.767967, 1.535635], [3.326636, -6.685626, -1.090653], [1.695292, -7.041582, -0.308681], [3.178278, -7.922807, 0.148626]], "atomic_forces_ev_per_a": [[-0.3, -0.1, 0.3], [0.0, -0.5, 0.7], [0.8, 0.0, -0.1], [0.3, 0.1, -0.3], [0.4, 1.4, 0.3], [0.0, -0.7, 0.1], [-0.8, -0.6, -0.1], [0.3, 0.1, -0.6], [0.4, -0.1, 0.2], [-0.4, 0.2, -0.3], [0.2, 0.2, -0.2], [-0.3, -0.4, 0.3], [-0.5, 0.4, -0.2], [0.3, -0.3, 0.1], [-0.6, -0.9, 0.4], [-0.5, 0.4, 0.0], [0.8, -0.5, 0.0], [-0.6, 0.5, 0.0], [0.3, -0.2, -0.1], [0.1, 0.3, 0.0], [0.3, 0.1, -0.3], [0.2, 0.0, 0.0], [0.0, 0.1, -0.1], [-0.1, 0.4, -0.1], [-0.2, 0.1, 0.1], [0.4, -0.1, -0.2], [0.4, 1.0, -0.8], [1.2, 1.0, -0.9], [-1.4, -0.8, 0.8], [0.1, 0.1, -0.2], [-0.1, 1.3, -0.7], [-0.4, -1.0, 0.1], [0.1, -0.3, 0.8], [0.0, -0.2, 0.6], [-0.4, -0.6, 0.1], [-0.1, 0.0, 0.2], [0.0, -0.8, 0.2], [0.3, -0.2, 0.0], [0.3, 0.4, -0.2], [-0.6, -0.4, 0.1], [0.7, -0.2, 0.5], [-0.3, -0.2, 0.1], [0.0, -0.2, 0.1], [0.1, 0.7, -0.8], [0.0, -0.3, 0.4], [-0.5, 0.0, -0.3], [0.1, 0.1, 0.1], [-0.1, 0.1, 0.1], [0.2, -0.1, -0.1], [0.4, 0.1, -0.4], [0.0, 0.3, 0.1], [0.1, 0.2, 0.1], [-1.0, -0.7, 0.5], [-0.2, -0.2, -1.5], [0.4, -0.7, 0.1], [-1.0, -0.6, -0.1], [0.7, 0.7, 0.0], [-0.1, -0.5, -0.4], [0.6, 0.2, 0.4], [-0.9, -0.5, 0.7], [0.1, 0.0, 0.1], [-0.2, 0.1, 0.2], [0.1, 0.5, 0.6], [-0.2, -0.1, 0.2], [0.3, 0.4, 0.1], [-0.6, 1.4, 1.3], [-0.4, 0.2, -1.5], [1.0, -0.4, 0.1], [-0.3, 0.0, -0.5], [-1.1, 0.1, -0.2], [0.3, -0.1, -0.1], [1.3, -0.4, 1.2], [0.0, -0.4, -0.4], [0.1, -0.4, -0.4], [0.3, -0.2, -0.1], [0.0, 0.2, 0.4], [-0.7, 0.0, 0.4], [0.2, 0.1, 0.1], [0.3, -0.7, 0.3], [1.3, 0.8, -0.2], [-1.1, -0.6, 0.2], [0.7, 0.2, 0.1], [-0.4, -0.4, 0.1], [0.0, 0.4, -0.1], [-1.2, 0.0, -0.1], [0.0, -0.1, -0.2], [0.1, 0.0, 0.0], [-0.1, 0.4, 0.3], [-0.9, 0.2, -0.3], [0.3, 0.2, 0.1], [0.4, -0.4, -0.1], [0.1, 0.0, 1.1], [-0.5, 0.0, -1.2], [0.3, -0.3, -0.2], [0.1, 0.4, 0.0], [0.6, 0.6, 0.2], [-0.1, -0.3, 0.3], [-0.1, -0.4, -0.1], [0.0, -0.2, -0.1], [-0.3, 0.0, 0.3], [0.0, 0.0, -0.1], [0.0, 0.0, 0.4], [0.4, -0.1, -0.2], [-0.4, 0.1, 0.2], [-0.7, -0.2, 0.8], [1.2, 0.5, 0.9], [0.2, -0.7, 0.0], [-0.8, 0.2, -0.7], [0.5, 0.0, 1.1], [0.1, 0.0, -0.4], [0.1, 0.3, -0.5], [0.3, -0.2, -0.7], [-0.1, 0.3, -0.7], [0.1, -0.2, -0.3], [-0.5, -0.1, 0.0], [0.9, 0.8, -0.4], [0.3, 0.5, -0.7], [-0.9, -0.3, -0.2], [-0.2, 1.3, 0.2], [0.0, 0.3, 0.2], [0.3, -0.2, 0.5], [-0.1, 0.6, -0.7], [0.4, -0.7, 0.3], [-0.2, -0.3, 0.3], [0.6, 0.1, -0.1], [0.3, -0.2, 0.1], [0.2, 0.0, -0.1], [-0.3, -0.4, -0.5], [-0.2, -0.1, -0.2], [0.1, -0.2, 0.2], [0.3, 1.0, 0.6], [-1.1, -0.3, -0.1], [0.3, -0.2, 0.1], [0.2, -0.4, -0.5], [0.2, -0.4, 0.0], [0.0, 0.0, 0.0], [0.1, -0.3, -0.5], [0.0, 0.0, 0.1], [0.1, 0.1, 0.2], [-0.1, 0.3, 0.0], [0.2, 0.2, 0.2], [0.3, -0.8, -2.2], [0.1, 0.9, 0.9], [1.3, 0.3, 0.7], [-0.1, -0.2, 0.0], [-0.4, -0.2, -0.1], [-0.1, -0.1, 0.3], [-0.5, -0.1, -0.1], [-0.5, 0.0, 0.0], [-0.3, 0.2, 0.2], [-0.1, 0.4, -0.3], [-0.6, -0.3, 0.0], [0.2, 0.3, -0.4], [0.7, -0.2, 0.6], [-0.1, -0.2, 0.0], [0.2, -0.1, 0.0], [0.0, 0.1, 0.1], [0.0, 0.1, 0.0], [-0.2, 0.0, -0.1], [-0.2, 0.1, 0.1], [-0.8, -0.2, -0.3], [-0.6, -0.2, -0.9], [-0.1, 0.2, 0.3], [-0.2, 0.3, -0.2], [0.2, 0.1, 0.2], [0.6, 0.3, 0.2], [0.5, -0.1, -0.4], [0.0, -0.3, 0.4], [0.2, -0.1, 0.3], [0.1, 0.0, 0.3], [-0.1, 0.1, -0.4], [0.8, 0.4, -0.6], [0.2, -1.1, 0.4], [0.1, 0.6, 0.5], [0.0, -0.3, 0.2], [-0.3, 0.1, -0.2], [0.0, 0.1, 0.4], [-0.3, 0.1, -0.2], [-0.1, -0.3, -0.7], [-0.1, 0.1, 0.4]]}

---

{"formula": "C5H10FN2", "method": "wB97M-V/def2-TZVPD", "orbital_gap_ev": [6.254, 6.245], "de_lowest_kcal_mol": 149.4, "charge": 1, "energy_ev": -11032.11825, "species": ["C", "C", "C", "C", "C", "N", "N", "F", "H", "H", "H", "H", "H", "H", "H", "H", "H", "H"], "coordinates": [[-1.353579, 1.081381, -2.316909], [-1.019717, -0.849649, 1.324925], [-0.312923, 1.199669, -0.089684], [2.183890, -1.162447, 1.090040], [0.109893, -0.087002, 0.667192], [1.291769, -0.321865, 0.461190], [-0.664803, 0.876460, -3.310327], [-2.627193, 1.339322, -2.385756], [-1.773717, -0.114813, 1.827247], [-1.840478, -1.428871, 0.697436], [-0.560622, -1.674259, 1.968581], [-0.984663, 1.735464, 0.591963], [-0.781205, 1.054767, -1.128812], [0.587762, 1.813324, -0.285695], [1.687380, -1.833303, 1.798090], [2.875756, -1.678458, 0.502734], [2.888871, -0.580259, 1.797013], [0.293579, 0.630538, -3.209227]], "atomic_forces_ev_per_a": [[-0.9, 0.1, -3.5], [-1.9, -1.0, 1.0], [1.7, 0.7, 4.1], [0.6, -0.1, 4.2], [-4.0, 0.2, -2.4], [2.5, 1.0, -1.1], [-0.7, 0.1, 1.8], [1.0, -0.1, 1.8], [1.8, -1.3, -0.1], [2.3, 1.2, 0.2], [-1.0, 1.4, -0.3], [-0.4, 0.3, -0.8], [-1.2, -0.6, -1.4], [-0.6, -0.3, -0.5], [0.1, -0.4, -0.1], [0.7, -0.7, -1.5], [-1.1, -0.3, -1.2], [1.1, -0.1, -0.1]]}